[1]
Computed, not measured: a cluster of 3 separate species, C27H47ClN2O9PS2 in total in a non-equilibrium geometry, with ωB97M-V with the def2-TZVPD basis set.

Calculated values
E_LUMO (Eh): -0.1225
Net charge: +1
Frontier orbital gap (eV): 7.870

Geometry (Å):
C 0.654 -2.892 4.216
C 1.857 -3.092 3.268
C 2.166 -1.808 2.437
C 1.786 -1.962 0.962
O 2.367 -0.973 0.050
N 2.752 0.147 0.670
C 4.041 0.498 1.015
C 5.150 -0.461 0.658
C 5.195 -0.582 -0.884
O 5.317 -1.634 -1.436
Cl 5.008 0.885 -1.896
C 4.024 1.697 1.612
P 5.506 2.592 2.228
S 6.782 2.731 0.766
N 2.675 2.118 1.642
C 2.152 3.364 2.216
C 1.519 3.191 3.637
C 0.007 2.840 3.518
C -0.848 3.301 4.710
C -2.156 2.444 4.720
C -2.799 2.334 3.313
C -4.306 2.015 3.415
C -5.033 2.107 2.060
C -6.080 1.010 1.857
O -6.878 0.859 3.029
C -7.547 -0.390 2.994
C 1.981 1.175 1.049
S 0.251 1.038 0.650
H -0.274 -3.017 3.647
H 0.676 -1.922 4.724
H 0.723 -3.643 5.012
H 2.730 -3.302 3.896
H 1.743 -3.950 2.596
H 3.237 -1.604 2.584
H 1.651 -0.934 2.864
H 0.693 -1.984 0.895
H 2.159 -2.930 0.619
H 6.120 -0.198 1.082
H 4.846 -1.459 0.992
H 6.078 1.731 3.192
H 5.142 3.838 2.779
H 3.027 4.004 2.377
H 1.499 3.905 1.528
H 2.042 2.357 4.123
H 1.661 4.103 4.224
H -0.058 1.741 3.494
H -0.356 3.202 2.555
H -0.356 3.182 5.679
H -1.186 4.330 4.518
H -1.826 1.421 4.961
H -2.882 2.815 5.447
H -2.356 1.505 2.739
H -2.644 3.244 2.715
H -4.780 2.704 4.122
H -4.426 0.995 3.802
H -4.353 2.067 1.198
H -5.578 3.058 1.975
H -5.620 0.041 1.594
H -6.770 1.249 1.030
H -8.494 -0.340 3.542
H -6.920 -1.166 3.462
H -7.784 -0.706 1.968
H -0.306 0.438 1.730
C 1.332 -2.780 -2.196
C 0.071 -3.096 -2.961
C -0.015 -2.433 -4.312
O -1.433 -2.283 -4.483
C -1.987 -2.219 -3.249
O -3.111 -1.905 -3.026
O -1.080 -2.557 -2.290
H 1.351 -1.730 -1.906
H 1.366 -3.365 -1.278
H 2.223 -3.006 -2.782
H -0.060 -4.178 -3.044
H 0.407 -3.042 -5.099
H 0.448 -1.444 -4.339
C -1.544 -1.319 -9.768
C -0.618 -0.836 -8.677
C 0.693 -0.284 -9.178
O 1.578 -0.564 -8.086
C 1.076 -1.636 -7.429
O 1.659 -2.248 -6.590
O -0.176 -1.926 -7.850
H -1.133 -2.198 -10.266
H -2.504 -1.617 -9.346
H -1.720 -0.538 -10.507
H -1.134 -0.115 -8.037
H 0.649 0.786 -9.372
H 1.064 -0.794 -10.070

Forces on the atoms, in the same order (eV/Å):
C 0.3 -0.7 -0.3
C 0.0 0.9 0.4
C 0.4 0.1 0.1
C 0.0 -0.9 1.2
O 0.0 -0.1 0.1
N 1.1 2.2 1.1
C 1.4 -2.2 -0.6
C -1.0 0.4 -0.6
C 0.4 -1.3 -0.9
O -0.1 1.0 0.8
Cl 0.0 -0.3 0.8
C -0.8 1.5 1.3
P 1.5 -0.5 -1.8
S -0.2 0.2 0.3
N 0.8 -0.2 -0.3
C 0.7 0.9 1.5
C -0.7 -0.5 -1.1
C 1.0 -0.3 0.9
C -1.4 -0.4 -0.9
C 1.0 -0.3 -0.9
C -0.7 0.0 0.3
C 0.3 0.0 -0.5
C -0.7 0.0 -0.1
C -0.2 -0.2 0.0
O 0.1 -0.2 -0.3
C -0.2 -0.3 0.2
C -3.3 -1.6 -0.4
S -0.1 0.7 -0.5
H 0.0 0.1 0.4
H 0.0 -0.1 -0.3
H -0.4 0.0 -0.2
H -0.1 0.0 -0.3
H -0.2 0.1 0.2
H -0.2 0.0 -0.4
H 0.0 -0.3 0.0
H 0.2 0.3 -0.4
H 0.1 0.3 -0.2
H -0.1 0.2 -0.2
H 0.3 0.1 0.0
H -0.8 0.4 0.5
H -0.4 -0.5 0.4
H -0.1 -0.2 -0.4
H 0.0 -0.5 -0.1
H 0.0 0.4 0.2
H 0.1 -0.1 -0.2
H -0.1 0.2 -0.1
H -0.3 0.1 0.3
H 0.2 0.3 -0.2
H 0.5 0.0 0.4
H -0.4 0.2 0.5
H 0.2 -0.1 0.0
H 0.1 0.3 0.1
H -0.1 0.0 0.2
H 0.1 -0.2 0.0
H 0.0 0.2 0.1
H 0.0 0.0 0.2
H 0.3 0.0 0.1
H 0.1 0.2 0.2
H 0.3 0.1 0.0
H 0.3 0.2 0.0
H -0.1 0.1 -0.2
H 0.1 0.1 0.1
H 0.7 0.2 0.1
C -0.1 0.0 0.3
C 0.5 0.1 0.1
C -0.2 -0.3 0.0
O 0.0 0.0 0.4
C -0.2 0.1 -0.1
O 0.0 0.0 0.1
O -0.1 0.0 -0.2
H 0.0 0.1 -0.2
H 0.0 -0.1 -0.1
H -0.1 0.0 -0.1
H -0.1 0.0 -0.1
H -0.2 0.0 -0.1
H 0.0 0.0 0.1
C -0.2 -0.4 0.2
C -0.4 0.0 -0.6
C 0.1 0.3 0.0
O -0.1 -0.2 0.1
C 0.0 -0.1 -0.1
O 0.3 0.1 -0.2
O 0.3 0.2 0.2
H 0.1 0.1 0.0
H 0.0 0.1 0.0
H 0.0 0.0 0.0
H 0.1 0.0 0.1
H 0.1 0.0 0.1
H -0.1 -0.1 0.0

***

[2]
Computed, not measured: a cluster of 8 separate species, C27H47NO9 in total in a non-equilibrium geometry, with ωB97M-V with the def2-TZVPD basis set.

Calculated values
E_LUMO (Eh): 0.0117
SMILES: c1cc[nH]c1.O=C1CCCO1.O=C1CCCO1.CC(C)=O.CC(C)=O.CC(C)=O.CC(C)=O.CC(C)=O
Frontier orbital gap (eV): 8.043

Geometry (Å):
C -2.289 -2.371 0.623
C -2.106 -3.403 -0.288
C -3.308 -3.707 -0.807
N -4.284 -2.990 -0.183
C -3.645 -2.207 0.750
H -1.475 -1.873 1.129
H -1.139 -3.860 -0.442
H -3.607 -4.527 -1.443
H -5.272 -3.151 -0.316
H -4.325 -1.556 1.279
O 4.314 -2.073 -3.983
C 3.506 -2.818 -3.448
C 2.565 -2.634 -2.317
C 1.707 -3.921 -2.450
C 1.892 -4.505 -3.850
O 3.130 -3.857 -4.215
H 3.018 -2.558 -1.329
H 1.987 -1.713 -2.391
H 2.058 -4.647 -1.716
H 0.721 -3.528 -2.205
H 1.857 -5.594 -3.826
H 1.166 -4.070 -4.537
O 0.856 -4.702 1.122
C 1.671 -3.877 1.477
C 1.414 -2.457 2.038
C 2.525 -2.299 2.973
C 3.705 -3.152 2.349
O 2.981 -4.141 1.533
H 1.635 -1.743 1.245
H 0.386 -2.636 2.355
H 2.803 -1.247 3.026
H 2.156 -2.702 3.916
H 4.172 -2.590 1.540
H 4.251 -3.784 3.049
C 2.854 3.388 2.763
C 2.904 2.272 1.776
C 3.435 2.586 0.301
O 2.556 1.125 2.036
H 3.889 3.508 3.083
H 2.178 3.123 3.575
H 2.522 4.270 2.216
H 2.446 2.613 -0.157
H 3.988 1.799 -0.214
H 3.883 3.578 0.246
C -1.291 3.104 -7.139
C -2.152 2.121 -6.422
C -3.654 1.996 -6.825
O -1.651 1.465 -5.528
H -0.808 2.647 -8.003
H -0.506 3.563 -6.537
H -1.912 3.931 -7.481
H -3.943 0.990 -7.129
H -4.100 2.785 -7.429
H -4.081 2.252 -5.855
C -0.287 0.732 0.326
C -0.649 0.620 -1.172
C -1.935 1.357 -1.694
O 0.064 0.099 -1.955
H -1.235 0.918 0.831
H 0.299 1.631 0.518
H 0.257 -0.154 0.656
H -2.779 0.716 -1.438
H -1.932 1.667 -2.739
H -1.993 2.329 -1.203
C -0.734 4.108 3.419
C -0.609 4.682 1.991
C -0.812 6.198 1.822
O -0.613 3.926 1.046
H -0.440 3.077 3.615
H -1.802 4.166 3.629
H -0.137 4.791 4.023
H -1.790 6.622 2.050
H -0.710 6.463 0.770
H -0.170 6.875 2.385
C -1.792 0.472 4.053
C -1.777 -1.052 4.295
C -0.695 -1.672 5.112
O -2.616 -1.831 3.831
H -2.555 0.707 3.311
H -0.872 0.761 3.544
H -2.054 0.914 5.014
H 0.250 -1.528 4.589
H -0.886 -2.707 5.398
H -0.577 -1.112 6.039

Forces on the atoms, in the same order (eV/Å):
C -0.5 0.5 1.1
C 1.4 -0.1 -0.5
C -1.2 -1.9 -0.9
N 1.0 -0.2 0.2
C -1.4 1.2 -0.2
H -0.4 0.0 0.3
H -0.2 -0.1 -0.4
H 0.2 0.1 -0.2
H 0.3 0.3 0.2
H 0.6 0.2 0.4
O -0.3 -0.6 2.0
C 0.7 2.0 -3.0
C -0.1 -1.0 0.5
C -0.6 0.8 1.4
C -0.1 2.5 1.1
O 0.4 -2.1 -0.7
H 0.4 -0.2 -0.1
H 0.0 0.0 -0.6
H -0.3 0.0 0.1
H -0.4 -1.0 -0.1
H 0.6 0.2 -0.4
H -0.2 -0.5 -0.1
O 0.8 1.1 0.0
C -0.7 -0.5 -0.2
C -0.4 -2.1 -2.3
C 1.3 -0.1 1.3
C -2.8 -0.3 -1.0
O 0.2 -0.5 0.3
H -1.0 0.0 -0.4
H 0.0 1.3 0.3
H 0.1 -0.1 0.5
H 0.8 0.1 0.4
H 1.1 0.2 0.9
H 0.5 0.8 -0.2
C -0.3 -0.2 -0.5
C 1.0 -2.2 -1.7
C -1.4 0.1 1.9
O 0.2 1.4 0.0
H -0.1 0.3 0.3
H 0.2 0.2 0.0
H 0.1 0.3 0.3
H 0.0 0.3 -0.6
H 0.1 0.0 0.5
H 0.1 -0.2 -0.2
C -0.2 1.2 -0.5
C 0.5 -0.6 0.1
C 0.7 0.6 1.4
O -1.1 0.1 -0.5
H -0.1 -0.1 -0.1
H 0.0 -0.5 0.3
H 0.0 0.0 -0.4
H 0.1 0.2 0.1
H 0.6 -0.2 -0.7
H -0.5 -0.6 0.3
C -1.0 0.1 -0.9
C -1.3 2.2 0.5
C 0.9 0.2 1.0
O 1.6 -1.5 -1.2
H 0.1 -0.4 0.5
H 0.1 -0.1 -0.3
H -0.2 0.1 0.0
H -0.2 0.2 -0.1
H 0.3 -1.0 -0.2
H -0.3 -0.1 0.7
C 0.5 1.0 -0.6
C -1.6 -0.9 0.5
C 0.3 0.5 -0.7
O 0.6 0.6 -0.1
H 0.2 0.1 -0.6
H 0.0 0.3 0.4
H -0.4 -0.1 0.6
H -0.4 -0.9 0.4
H 0.3 -0.3 -0.1
H 0.5 -0.5 0.2
C -0.5 -1.5 -0.6
C -1.6 -1.8 -1.1
C 0.6 0.9 0.8
O 0.8 1.9 0.4
H -0.3 -0.2 0.2
H 0.4 0.3 0.8
H 0.5 0.5 -0.1
H 0.1 -0.3 0.0
H -0.1 0.1 -0.5
H 0.1 0.2 0.2

***

[3]
Computed, not measured: a structure of composition C27H48Br4Cl6CsFKNO10S2 in a non-equilibrium geometry, with ωB97M-V with the def2-TZVPD basis set.

Calculated values
E_LUMO (Eh): -0.1156
Frontier orbital gap (eV): 1.377

Geometry (Å):
C -2.173 0.681 1.081
C -3.202 0.007 0.166
C -2.801 -1.443 -0.105
C -4.636 0.119 0.726
C -5.499 1.153 -0.041
C -6.288 2.170 0.805
O -6.021 2.165 2.198
C -4.901 2.729 2.544
N -3.887 3.130 2.905
O -6.029 3.480 0.217
S -6.995 3.570 -1.100
O -7.744 4.772 -1.107
O -6.196 3.314 -2.243
O -7.988 2.336 -0.748
C -7.799 2.149 0.673
C -8.635 1.118 1.395
C -8.995 -0.141 0.562
C -10.506 -0.344 0.388
Br -11.039 -0.292 -1.482
H -1.186 0.533 0.646
H -2.153 0.200 2.059
H -2.333 1.755 1.151
H -3.131 0.524 -0.796
H -2.679 -2.024 0.809
H -1.837 -1.437 -0.614
H -3.512 -1.919 -0.783
H -5.095 -0.861 0.573
H -4.618 0.278 1.801
H -4.829 1.727 -0.674
H -6.165 0.630 -0.722
H -8.145 3.097 1.093
H -9.564 1.618 1.668
H -8.174 0.817 2.331
H -8.627 -1.019 1.093
H -8.486 -0.124 -0.399
H -11.091 0.408 0.910
H -10.806 -1.313 0.770
O 0.488 -1.021 0.658
C 1.166 -1.548 -0.170
O 0.907 -1.452 -1.498
C 1.819 -2.270 -2.244
C 3.027 -2.451 -1.333
C 2.382 -2.427 0.051
H 1.327 -3.217 -2.475
H 2.060 -1.764 -3.176
H 3.594 -3.356 -1.546
H 3.701 -1.600 -1.439
H 2.052 -3.421 0.354
H 3.029 -1.997 0.812
C 7.932 -0.303 -4.891
C 8.969 -1.214 -4.216
C 8.745 -1.108 -2.705
S 6.998 -0.703 -2.479
O 6.917 0.608 -1.890
O 6.338 -1.839 -1.872
C 6.596 -0.607 -4.212
H 7.879 -0.481 -5.962
H 8.199 0.744 -4.736
H 8.813 -2.246 -4.536
H 9.988 -0.941 -4.481
H 8.963 -2.043 -2.196
H 9.335 -0.295 -2.269
H 5.843 0.165 -4.358
H 6.204 -1.578 -4.512
Br 6.575 -6.127 1.603
C 5.388 -4.604 1.888
C 4.113 -5.040 2.562
Br 2.891 -5.948 1.355
H 5.225 -4.137 0.920
H 5.934 -3.921 2.535
H 3.561 -4.177 2.931
H 4.301 -5.727 3.381
Cl -13.380 4.193 0.086
C -12.016 5.317 -0.086
C -10.710 4.674 0.254
Cl -10.565 4.282 2.002
H -12.175 6.222 0.546
H -11.989 5.631 -1.131
H -9.908 5.369 0.008
H -10.545 3.752 -0.304
K 8.747 -1.464 -0.263
C 10.011 2.751 0.337
C 11.233 2.818 1.238
C 12.076 4.050 0.962
O 12.015 1.629 1.067
H 10.313 2.691 -0.713
H 9.444 1.850 0.581
H 9.361 3.617 0.457
H 10.913 2.820 2.280
H 12.443 4.040 -0.069
H 12.945 4.070 1.618
H 11.503 4.965 1.115
H 12.324 1.617 0.154
F -11.930 4.195 4.039
Cs -8.818 5.778 2.651
Br -12.666 7.857 2.143
C 4.776 -9.648 2.683
Cl 5.602 -8.568 3.821
Cl 5.290 -11.308 2.983
Cl 3.034 -9.515 2.918
Cl 5.181 -9.201 1.018

Forces on the atoms, in the same order (eV/Å):
C 0.2 -0.2 -0.6
C 0.3 0.1 0.4
C 0.2 0.3 -0.3
C -0.2 -0.5 -0.7
C 0.7 -0.3 0.9
C -0.4 -0.4 -1.1
O 0.3 0.8 -0.2
C 0.1 -0.5 0.1
N 0.0 0.3 0.1
O -0.6 -0.1 -0.1
S -0.1 0.5 -0.8
O 0.0 0.1 0.8
O -0.1 -0.8 0.1
O 1.0 0.2 -0.1
C -0.6 0.6 1.2
C -0.7 -0.8 -1.2
C 0.1 -0.1 0.5
C 0.2 0.0 0.0
Br -0.1 0.0 0.1
H 0.0 0.1 0.1
H -0.1 0.2 0.1
H -0.2 0.0 0.3
H -0.3 0.0 -0.1
H -0.2 0.0 0.1
H 0.1 -0.1 0.0
H -0.1 -0.1 0.2
H -0.2 0.0 0.2
H 0.0 0.1 0.0
H 0.0 0.2 0.0
H -0.2 0.1 0.1
H 0.2 0.0 0.4
H 0.0 0.1 0.1
H 0.3 0.3 0.0
H 0.2 0.0 -0.1
H -0.1 0.0 -0.1
H 0.0 0.1 -0.1
H -0.1 -0.1 -0.1
O 0.2 0.0 -0.1
C -0.1 -0.2 0.3
O 0.0 0.0 0.0
C 0.1 -0.1 -0.1
C 0.0 -0.1 0.1
C 0.3 0.1 -0.4
H 0.0 0.0 0.0
H -0.1 0.1 0.0
H -0.1 0.0 0.0
H 0.0 0.0 0.0
H 0.0 0.0 0.1
H -0.1 -0.1 0.2
C 0.1 0.0 0.2
C -0.1 0.0 -0.1
C 0.6 0.0 -1.2
S -0.7 0.2 -1.3
O 0.2 -0.2 0.4
O 0.4 0.1 0.5
C 0.1 0.0 -0.3
H 0.0 0.0 0.0
H 0.0 0.0 0.0
H 0.0 0.0 0.0
H 0.0 0.0 0.0
H 0.1 -0.2 -1.2
H -0.1 0.1 -0.3
H 0.0 0.0 0.1
H 0.0 0.0 0.1
Br 0.1 0.5 -0.2
C 0.1 -0.2 0.1
C -0.3 0.1 0.0
Br 0.2 -0.1 0.0
H -0.1 0.0 0.0
H 0.0 0.0 0.0
H 0.1 0.0 0.0
H 0.0 0.0 0.0
Cl 0.0 -0.1 0.0
C -0.1 0.7 0.2
C 0.5 -0.3 -0.3
Cl -6.6 -5.3 -2.5
H -0.2 -0.6 -0.2
H 0.0 -0.1 0.0
H 0.1 0.1 -0.2
H 0.0 0.0 0.0
K -0.2 0.0 3.1
C 0.0 -0.1 0.0
C 0.1 0.2 -0.4
C 0.1 0.0 0.1
O -0.2 -0.2 0.1
H 0.0 0.1 0.0
H -0.2 0.0 0.0
H 0.0 0.0 0.0
H 0.1 -0.1 0.0
H -0.1 0.0 0.0
H 0.0 0.0 0.0
H 0.0 0.0 0.0
H 0.1 0.1 0.0
F 0.8 -0.2 0.3
Cs 5.1 5.4 2.6
Br 0.5 0.3 0.0
C -0.1 0.0 0.0
Cl -0.1 -0.2 0.0
Cl 0.0 0.0 0.0
Cl 0.0 0.0 0.0
Cl -0.1 -0.2 0.1